The following is a quantum chemistry calculation of C28H38N5O4PtS2 as an isolated structure, from the Open Molecules 2025 dataset.

Structure (ORCA input):
```
! wB97M-V def2-TZVPD RIJCOSX def2/J DEFGRID3
* xyz 1 1
Pt -0.026 0.276 -1.582
S -2.434 -0.228 -1.947
S 0.359 1.860 -3.166
O -0.452 -0.011 4.907
O 4.501 -0.368 1.121
O 1.632 1.886 -3.890
O -2.093 0.966 1.424
N 1.942 0.008 0.990
N 0.378 -0.645 2.531
N -0.191 -0.621 0.267
N -1.306 -1.392 -4.061
N -3.575 -1.644 -3.834
C 3.220 -1.883 4.605
C 0.766 -0.613 4.886
C -2.429 -1.139 -3.377
C -4.864 -1.457 -3.180
C 5.849 -0.784 1.302
C -1.687 -2.540 0.563
C -0.834 2.256 -4.469
C 1.528 -0.901 6.005
C -2.945 1.958 0.856
C 2.622 -0.136 -0.234
C -3.915 -2.220 1.399
C 1.239 -0.950 3.608
C -1.095 0.122 6.169
C 2.719 -0.369 -2.594
C -2.430 -0.342 1.203
C -2.924 -3.061 0.909
C 1.104 4.471 -2.697
C 0.232 3.355 -2.144
C 4.062 -0.671 -2.510
C 2.761 -1.529 5.859
C 0.703 -0.438 1.229
C 3.997 -0.399 -0.145
C 2.453 -1.605 3.479
C -2.282 2.542 -4.124
C -3.667 -0.865 1.557
C -1.440 -1.183 0.692
C 4.724 -0.660 -1.286
C 1.969 -0.062 -1.450
H 1.062 5.320 -2.016
H -2.711 1.793 -3.468
H -3.113 -4.122 0.806
H 2.261 -0.337 -3.571
H -4.824 -1.811 -2.151
H 5.783 -0.869 -1.238
H -0.903 -3.175 0.166
H -0.352 3.119 -4.936
H 6.008 -1.779 0.885
H -0.596 -0.567 2.777
H -0.720 1.426 -5.167
H -1.301 -1.956 -4.894
H 1.170 -0.643 6.992
H 6.542 -0.078 0.840
H -2.392 3.520 -3.652
H -4.879 -2.624 1.682
H -3.982 1.829 1.165
H 4.620 -0.895 -3.410
H 3.352 -1.746 6.739
H 6.017 -0.802 2.374
H 2.526 0.156 1.799
H 2.801 -1.919 2.503
H 2.137 4.144 -2.791
H 4.167 -2.394 4.492
H -2.864 2.565 -5.046
H -5.149 -0.405 -3.176
H -3.553 -2.192 -4.677
H -0.574 0.844 6.802
H -4.426 -0.214 1.974
H -5.606 -2.026 -3.733
H -0.826 3.622 -2.120
H 0.764 4.807 -3.677
H 0.531 3.054 -1.141
H -0.426 -1.132 -3.634
H -2.094 0.490 5.960
H -2.890 1.938 -0.233
H -2.583 2.916 1.221
H -1.152 -0.841 6.679
*
```

The HOMO energy is -10.170 eV. As for the frontier orbital gap: 8.21 eV. The total energy comes out at -2580.0206 a.u.

***

The following is a quantum chemistry calculation of C37H61F5IN3O20PSSi as an isolated structure in a non-equilibrium geometry, from the Open Molecules 2025 dataset.

Structure (ORCA input):
```
! wB97M-V def2-TZVPD RIJCOSX def2/J DEFGRID3
* xyz 1 1
I -2.029 -0.718 1.708
S -1.529 0.569 -1.118
P 1.791 -3.592 1.519
Si -5.029 -5.429 -2.687
F -2.902 -0.203 -3.759
F -0.897 -0.278 -4.941
F -0.749 2.342 -2.897
F -2.096 1.595 -4.799
F 0.484 0.441 -3.040
O -0.980 -3.322 -4.906
O -0.321 13.803 3.994
O -1.048 6.437 1.128
O -3.176 7.034 1.535
O -0.879 1.582 -0.191
O 7.665 -5.401 4.675
O -5.398 -3.978 -1.818
O -1.488 8.424 2.123
O 4.693 2.346 -8.425
O 6.278 -5.599 2.919
O -1.555 -2.905 -3.736
O 0.134 15.357 2.411
O -1.202 0.537 7.651
O 3.137 2.634 -6.806
O -1.598 0.008 5.502
O -3.008 0.891 -1.044
O 0.395 13.152 1.965
O -0.777 -1.561 6.914
O 5.431 -5.200 4.979
O 2.496 2.057 -8.882
N 0.014 -1.703 -0.092
N 0.623 -4.123 0.257
N -1.143 -3.331 -1.348
C 1.845 0.082 0.344
C 7.606 -5.516 2.404
C -0.060 -3.147 -0.332
C -6.644 -5.984 -3.599
C -0.840 0.904 -2.798
C -2.219 1.267 5.751
C -2.111 2.179 4.550
C 0.340 -5.532 -0.128
C 3.554 2.346 -8.073
C -1.349 4.434 -0.210
C -4.484 -6.905 -1.603
C 0.076 14.216 2.756
C 1.260 -0.999 -0.399
C -1.294 -1.085 -0.370
C -1.868 7.397 1.643
C 9.835 -5.385 3.585
C 6.369 -5.383 4.263
C -1.464 1.752 6.954
C 0.116 10.744 2.098
C 8.426 -5.934 3.590
C 0.663 -3.198 3.021
C -3.607 -2.299 -1.377
C -4.398 -3.623 -0.846
C -0.585 -2.972 -2.673
C 3.861 -5.571 0.928
C -1.155 -0.447 6.711
C 0.475 12.019 2.828
C -2.154 -2.383 -0.761
C 2.891 -5.010 2.089
C -1.858 5.279 0.936
C -3.209 5.885 0.693
C -1.728 0.452 -4.057
C 1.724 2.810 -6.880
C 1.056 2.431 -5.577
C -3.720 -5.177 -4.057
C 1.361 1.920 -8.033
C -0.490 12.390 3.915
H -0.029 2.525 -5.648
H 4.095 -4.803 0.119
H -3.885 -5.890 -4.934
H -4.025 5.219 0.977
H 1.303 1.406 -5.287
H 2.228 -5.824 2.531
H -3.360 6.217 -0.339
H -7.096 -5.142 -4.211
H -3.273 1.079 5.987
H -0.266 -6.069 0.680
H -5.355 -7.387 -1.049
H -1.996 3.574 -0.381
H -4.928 -3.359 0.123
H -2.628 1.739 3.693
H -1.840 4.699 1.866
H 9.835 -4.293 3.557
H -4.018 -7.672 -2.317
H -3.679 -2.352 -2.506
H -1.069 2.316 4.249
H -3.863 -4.121 -4.477
H 1.261 0.866 -7.756
H 0.543 -2.086 3.192
H 0.821 10.564 1.282
H -3.643 -4.443 -0.613
H -0.366 -3.677 2.853
H -0.875 10.813 1.644
H 4.846 -5.820 1.440
H 1.529 3.863 -7.109
H -0.015 -1.984 -2.656
H -2.549 3.157 4.757
H 0.136 9.887 2.770
H -2.051 2.435 7.569
H 8.449 -7.023 3.699
H 1.731 1.125 -0.116
H 2.375 -0.002 1.340
H 0.453 2.244 -8.542
H 10.357 -5.674 4.501
H -2.680 -5.294 -3.621
H -0.507 2.223 6.708
H -0.340 4.075 0.004
H -6.374 -6.812 -4.351
H -0.251 11.916 4.868
H -7.399 -6.439 -2.883
H 1.410 3.077 -4.771
H 1.123 -3.729 3.920
H -1.534 12.180 3.662
H 10.400 -5.761 2.729
H -4.225 -1.420 -1.019
H 7.736 -6.181 1.550
H -1.284 5.017 -1.133
H 3.381 -6.521 0.513
H -0.175 -5.663 -1.126
H 1.858 -1.371 -1.305
H 3.591 -4.572 2.889
H 7.790 -4.485 2.087
H -3.684 -6.634 -0.823
H 1.502 11.957 3.206
H -0.209 -2.758 -5.139
H 1.331 -6.107 -0.206
H -2.349 -2.868 0.264
H 0.184 -3.770 -2.986
*
```

The HOMO energy is -11.457 eV. As for the frontier orbital gap: 6.71 eV. The total energy comes out at -4941.0000 a.u.